(1)
Below is a molecular structure, C6H10O2 at a distorted geometry, with properties calculated with wB97M-V/def2-TZVPD.

The geometry in XYZ format:
```
18
Properties=species:S:1:pos:R:3:forces:R:3:lowdin_charge:R:1
C 0.13798 -0.82740 0.74575 -1.0 1.1 -0.4 -0.11
C -1.73340 -0.39577 0.41519 1.4 0.4 0.6 -0.20
C 0.95247 0.09656 -0.11964 0.4 -0.3 -0.5 -0.34
C -2.54923 -0.01519 -0.76088 0.3 0.4 -0.3 -0.06
C 1.45509 1.35385 0.59120 -0.1 -0.3 0.0 -0.05
C 2.09753 -0.77769 -0.62498 0.1 0.2 0.0 -0.24
O -0.96381 -1.51390 0.30536 -0.5 -0.9 -0.1 -0.05
O 3.24427 -0.69360 -0.26350 -0.2 0.0 -0.1 0.06
H 0.62872 -1.31865 1.57913 0.0 0.2 0.3 0.14
H -1.83895 0.10029 1.37122 -0.4 -0.7 0.2 0.11
H 0.35126 0.36846 -0.99351 0.0 0.0 0.0 0.13
H 1.77284 -1.57369 -1.32699 0.1 0.0 0.0 0.13
H -3.13003 -0.88134 -1.09188 0.0 -0.1 0.1 0.09
H -1.94146 0.28703 -1.62484 0.0 0.0 0.1 0.08
H -3.23025 0.80120 -0.51865 0.0 -0.1 0.0 0.08
H 2.01381 1.08860 1.48747 0.0 0.0 0.0 0.08
H 0.61258 1.97831 0.88655 0.0 0.0 0.0 0.08
H 2.12060 1.92291 -0.05702 0.0 0.0 0.0 0.08
```
Forces are in eV/Å.

Lowest unoccupied orbital energy (spin up / spin down)   0.253 / 0.334 eV
Max |F|   1.56 eV/A
Relative energy (zero: lowest compared OMol25 entry of this formula, charge and spin)   91.76 kcal per mole
HOMO (spin up / spin down)   -7.796 / -7.820 eV
Frontier orbital gap (spin up / spin down)   0.296 / 0.300 Ha

---

(2)
Below is 4 unconnected molecules or ions with the total composition C47H60Br2F4N2O2S, with properties calculated with wB97M-V/def2-TZVPD.

The geometry in XYZ format:
```
118
Properties=species:S:1:pos:R:3:forces:R:3:lowdin_charge:R:1
C 5.18148 -1.03803 0.67153 0.2 0.1 0.0 -0.09
O 6.51035 -0.56527 0.79691 -0.3 0.0 0.2 -0.23
C 6.60924 0.51475 1.70550 -0.1 0.4 0.1 -0.24
C 5.86747 1.78136 1.26324 0.4 -0.1 -0.1 -0.18
C 6.63809 3.03598 1.67729 -0.3 -0.1 0.3 -0.21
C 5.84410 4.32890 1.43355 0.2 -0.2 -0.3 -0.19
C 6.15659 4.98810 0.07179 -0.4 0.1 0.1 -0.20
C 4.97820 4.92481 -0.89983 0.0 0.0 -0.1 -0.22
C 3.80681 5.81820 -0.50076 0.2 -0.1 -0.2 -0.21
C 2.58497 5.62194 -1.40356 -0.2 0.4 -0.1 -0.21
C 1.24534 5.89129 -0.69781 0.1 -0.2 0.2 -0.19
C 0.48493 4.61696 -0.29131 0.0 0.4 0.1 -0.21
C -0.63605 4.25366 -1.27844 0.3 -0.1 0.3 -0.15
C -1.12366 2.83300 -1.15361 0.5 0.3 -0.4 -0.15
C -0.33543 1.76104 -1.65943 -0.1 -0.2 0.2 -0.51
S 1.22775 2.06632 -2.44801 0.2 0.3 -0.3 0.84
C -0.77418 0.47025 -1.59852 0.3 -0.1 -0.1 -0.05
C -2.03495 0.18615 -1.07312 -0.3 -0.3 0.1 -0.19
N -2.47150 -1.11003 -1.05151 -0.1 0.1 0.1 0.21
C -3.66930 -1.33776 -0.60599 0.0 0.0 0.0 -0.29
C -4.10704 -2.77717 -0.60621 -0.2 0.1 -0.1 -0.65
Br -4.85848 -3.30654 1.11819 0.0 0.1 -0.1 0.80
C -4.99253 -3.22526 -1.78522 0.4 -0.5 -0.1 -0.75
C -4.11352 -3.81382 -2.88590 0.4 0.7 0.3 -0.15
Br -6.03815 -1.79692 -2.59389 -0.2 0.0 0.1 0.77
C -4.47490 -0.23873 -0.15768 -0.2 -0.1 0.1 -0.35
F -5.70774 -0.50290 0.26999 0.0 0.0 0.0 0.05
N -4.09848 0.97836 -0.12327 0.2 -0.1 -0.1 0.26
C -2.83847 1.22357 -0.58628 -0.1 0.0 0.0 -0.11
C -2.34352 2.54856 -0.60242 -0.3 0.0 0.4 -0.18
O -3.18149 3.50153 -0.10713 0.0 0.0 0.0 -0.02
C -2.77693 4.26216 1.02826 -0.1 0.5 0.5 -0.15
C -2.64521 3.56976 2.38527 0.2 -0.2 0.2 -0.29
C -1.36774 2.72963 2.49180 -0.3 -0.4 -0.3 -0.05
C -3.91364 2.85953 2.95504 -0.2 0.0 0.1 -0.36
C -5.21434 3.27176 2.25554 0.1 0.0 0.3 -0.08
C -3.80847 1.33418 3.10123 0.0 -0.1 0.0 -0.07
H 5.23152 -2.03607 0.24408 -0.1 0.0 0.0 0.09
H 4.59000 -0.39062 0.01866 0.0 0.0 0.0 0.08
H 4.69546 -1.07426 1.65118 0.0 -0.1 0.0 0.09
H 6.24061 0.21245 2.69459 0.0 -0.1 0.0 0.13
H 7.66853 0.74850 1.81241 0.1 -0.1 -0.1 0.11
H 5.77443 1.74713 0.17387 -0.1 0.1 0.0 0.12
H 4.86611 1.80874 1.69655 -0.1 0.0 -0.1 0.11
H 7.58519 3.04806 1.13578 0.1 0.1 0.0 0.10
H 6.88550 2.94404 2.73924 0.0 0.0 0.0 0.11
H 6.00074 5.03061 2.25163 0.1 0.0 0.0 0.11
H 4.78396 4.06515 1.44834 -0.1 0.1 0.1 0.09
H 6.40034 6.04163 0.22685 0.2 0.0 -0.1 0.11
H 7.02271 4.50751 -0.38311 0.1 0.0 0.0 0.10
H 4.62310 3.89206 -0.98884 0.0 -0.1 0.0 0.11
H 5.31534 5.21778 -1.89850 0.0 0.0 0.0 0.12
H 4.13589 6.85796 -0.58848 0.0 0.1 0.2 0.12
H 3.55885 5.66464 0.55237 -0.1 -0.1 0.0 0.10
H 2.58746 4.61988 -1.83453 0.0 -0.1 0.0 0.07
H 2.67214 6.31375 -2.24423 0.1 -0.1 -0.1 0.11
H 1.44268 6.45576 0.21659 0.1 0.1 -0.1 0.10
H 0.60819 6.53362 -1.30890 -0.1 -0.1 0.0 0.11
H 0.05586 4.79317 0.69675 0.0 -0.2 0.0 0.08
H 1.18083 3.78536 -0.17530 0.1 0.0 0.0 0.10
H -0.26127 4.41812 -2.28960 -0.1 0.0 -0.1 0.11
H -1.47202 4.93084 -1.11063 0.0 0.1 -0.3 0.12
H 2.00450 1.34892 -1.62830 -0.1 -0.1 0.1 -0.12
H -0.17166 -0.34409 -1.97468 0.0 0.0 -0.1 0.11
H -3.19192 -3.35647 -0.66918 0.0 0.0 0.0 0.08
H -5.69395 -3.97985 -1.44308 -0.2 0.2 0.0 0.07
H -3.43216 -3.02721 -3.22028 0.0 0.0 -0.2 0.08
H -4.70951 -4.15279 -3.72126 0.1 -0.1 0.0 0.04
H -3.47918 -4.60641 -2.48642 -0.2 -0.2 0.0 0.09
H -3.53173 5.04159 1.12179 -0.1 -0.1 -0.2 0.13
H -1.84063 4.79306 0.84204 -0.1 -0.2 -0.1 0.09
H -2.46636 4.41284 3.06337 -0.1 0.2 -0.2 0.14
H -0.49324 3.30383 2.18632 0.0 0.0 0.2 0.07
H -1.24447 2.34535 3.50393 0.2 0.1 0.1 0.09
H -1.40437 1.85309 1.84258 0.0 0.0 0.0 0.07
H -4.03027 3.23247 3.97683 0.1 0.0 0.0 0.13
H -6.05817 2.87539 2.82268 0.0 -0.1 0.0 0.08
H -5.31779 4.35787 2.28368 -0.1 0.0 -0.2 0.08
H -5.27415 2.89805 1.23775 0.0 0.1 -0.1 0.06
H -4.79857 0.87717 3.07144 0.0 0.0 0.0 0.08
H -3.36869 1.05300 4.05935 0.1 0.0 0.0 0.08
H -3.21631 0.85432 2.32733 0.0 0.0 -0.1 0.05
F -5.44398 -5.72244 -4.92964 -0.1 -0.2 -0.1 0.04
C -6.69328 -5.99884 -5.37101 -0.1 0.0 0.0 -0.28
C -7.61116 -4.97110 -5.43969 0.0 0.1 0.0 -0.01
C -8.89040 -5.25809 -5.89339 0.0 -0.1 0.0 -0.08
C -9.22989 -6.55302 -6.26084 0.0 0.0 0.0 -0.10
C -8.28590 -7.56728 -6.17786 0.0 0.1 0.0 -0.08
C -7.00079 -7.29382 -5.73197 0.1 -0.1 0.0 -0.02
H -7.32539 -3.97070 -5.14125 0.0 0.0 0.0 0.11
H -9.62347 -4.46559 -5.95932 0.0 0.0 0.0 0.11
H -10.22951 -6.77115 -6.61129 0.0 0.0 0.0 0.10
H -8.54904 -8.57765 -6.46034 0.0 0.0 0.0 0.10
H -6.24674 -8.06616 -5.66448 0.0 0.0 0.0 0.12
F 9.73946 1.47896 0.24767 0.0 0.0 0.0 0.04
C 10.23574 0.30024 -0.19982 0.0 0.0 0.0 -0.27
C 11.47324 0.29772 -0.81011 0.1 0.1 0.0 -0.02
C 11.98309 -0.90913 -1.26694 -0.1 0.0 0.0 -0.09
C 11.25166 -2.07875 -1.11371 0.0 0.0 0.0 -0.10
C 10.00779 -2.04157 -0.49757 0.1 0.0 0.0 -0.08
C 9.48475 -0.84433 -0.02793 -0.1 0.0 0.1 0.00
H 12.02078 1.22371 -0.92309 0.0 0.0 0.0 0.12
H 12.95395 -0.93378 -1.74349 0.0 0.0 0.0 0.10
H 11.65116 -3.01734 -1.47400 0.0 0.0 0.0 0.10
H 9.43489 -2.95212 -0.38063 0.0 0.0 0.0 0.11
H 8.51378 -0.80316 0.45675 0.2 0.0 -0.2 0.09
F -4.11750 -8.82076 6.67218 0.0 0.0 0.0 0.05
C -4.29669 -7.91967 5.68468 0.0 0.1 -0.1 -0.29
C -4.02863 -8.29497 4.38387 0.0 -0.1 0.0 -0.02
C -4.21801 -7.36415 3.37254 0.0 0.0 0.0 -0.08
C -4.66110 -6.08324 3.67148 0.0 0.0 0.0 -0.10
C -4.92020 -5.73156 4.98907 0.0 0.0 0.0 -0.08
C -4.74177 -6.65438 6.00974 0.0 0.0 0.1 -0.02
H -3.67874 -9.29681 4.17507 0.0 0.0 0.0 0.12
H -4.01820 -7.64188 2.34614 0.0 0.0 0.0 0.10
H -4.80277 -5.36199 2.87752 0.0 -0.1 0.1 0.01
H -5.26250 -4.73293 5.22603 0.0 0.0 0.0 0.11
H -4.94323 -6.40432 7.04248 0.0 0.0 0.0 0.12
```
Forces are in eV/Å.

SMILES string   COCCCCCCCCCCCc1c(S)cc2nc([C@@H](Br)[C@H](C)Br)c(F)nc2c1OC[C@H](C)C(C)C.Fc1ccccc1.Fc1ccccc1.Fc1ccccc1
Lowest unoccupied orbital energy   -0.407 eV
Max |F|   0.86 eV/A
HOMO   -8.790 eV
Frontier orbital gap   0.308 Ha

---

(3)
Below is C4H5NS in the gas phase at a distorted geometry, with properties calculated with wB97M-V/def2-TZVPD.

The geometry in XYZ format:
```
11
Properties=species:S:1:pos:R:3:forces:R:3:lowdin_charge:R:1
C 1.49076 1.58923 -0.43515 -2.0 0.1 0.3 0.00
C 0.44378 1.31413 0.44086 1.8 2.0 -1.2 -0.23
C -0.12431 -0.08470 0.52221 0.2 0.0 2.2 -0.70
S -1.81457 -0.19868 -0.29742 0.6 1.3 1.9 0.70
C 0.88405 -1.04349 0.05470 2.4 -4.1 -0.1 -0.28
N 1.65769 -1.94387 -0.05041 -3.0 3.8 0.0 0.16
H 1.70642 2.65274 -0.64611 0.2 -0.7 0.5 0.05
H 2.00448 0.86682 -1.16610 -1.1 0.8 1.5 0.09
H -0.01567 2.18992 1.12760 1.0 -2.3 -1.9 0.15
H -0.20554 -0.36470 1.65616 -0.3 0.4 -2.0 0.14
H -2.22615 0.79026 0.64426 0.1 -1.3 -1.4 -0.08
```
Forces are in eV/Å.

SMILES string   C=C[C@@H](S)C#N
Lowest unoccupied orbital energy   0.390 eV
Max |F|   4.80 eV/A
Relative energy (zero: lowest compared OMol25 entry of this formula, charge and spin)   47.30 kcal per mole
HOMO   -9.808 eV
Frontier orbital gap   0.375 Ha